1.
DFT (ωB97M-V/def2-TZVPD) results for a molecular structure, C9H24MnN4S3.

Last column: Mulliken spin population.
CARTESIAN COORDINATES (ANGSTROEM)
Mn 0.72 -0.38 0.03  4.62
S 0.96 2.28 0.61  0.05
S 0.27 -2.37 -1.45  0.04
C -0.30 2.97 1.73  0.00
C 0.23 2.91 -0.96  0.01
C -0.81 1.98 -1.56  -0.01
N -0.20 0.67 -1.85  0.01
C -1.13 -0.23 -2.56  0.00
C -0.40 -1.51 -2.93  0.01
H 1.08 3.05 -1.65  0.00
H -0.22 3.88 -0.74  0.00
H -1.20 2.42 -2.49  0.00
H -1.65 1.82 -0.87  0.00
H -1.51 0.26 -3.47  0.00
H -1.99 -0.43 -1.90  0.00
H 0.46 -1.30 -3.58  0.00
H -1.07 -2.21 -3.44  0.00
C -1.22 -3.36 -1.05  0.01
H 0.63 0.82 -2.45  0.00
H -2.14 -2.77 -1.14  0.00
H -1.14 -3.76 -0.03  0.00
H -1.24 -4.19 -1.76  0.00
H -0.28 2.47 2.71  0.00
H -1.31 2.89 1.32  0.00
H -0.03 4.03 1.85  0.00
C 2.75 -0.19 -0.75  0.03
C 2.77 -0.78 0.56  0.08
H 3.11 0.83 -0.89  0.01
H 2.90 -0.85 -1.61  0.01
H 3.04 -0.19 1.44  0.00
H 2.98 -1.85 0.65  0.01
N 0.57 -1.81 1.85  0.04
N 0.15 -1.00 2.93  0.00
C -0.85 -0.15 2.67  0.01
N -1.19 0.66 3.73  0.01
S -1.51 -0.12 1.09  0.05
H 1.34 -2.42 2.12  0.00
H -0.19 -2.46 1.58  0.00
H 0.63 -1.02 3.84  0.00
H -2.13 1.05 3.73  0.00
H -0.87 0.37 4.66  0.00

Summary:
E_LUMO (spin up / spin down), eV: -6.427 / -8.005
Total energy, hartree: -2921.35340
Expectation value of S²: 8.758
Net charge: +2
Multiplicity: 6
HOMO-LUMO gap (spin up / spin down), Eh: 0.302 / 0.270
Highest occupied orbital energy (spin up / spin down), Ha: -0.5379 / -0.5642

***

2.
DFT (ωB97M-V/def2-TZVPD) results for a molecular structure, C9H24N2O2RuSe2Si.

Last column: Löwdin charge in e.
CARTESIAN COORDINATES (ANGSTROEM)
Ru 0.53 -0.31 0.47  0.82
C -1.08 1.42 2.93  -0.28
Se 0.49 0.29 2.85  1.06
C 1.89 1.64 2.98  -0.46
C 2.14 2.26 1.63  -0.45
Se 2.58 0.83 0.37  1.07
C 2.45 1.89 -1.25  -0.28
H -1.15 1.76 3.96  0.05
H -1.93 0.80 2.67  0.05
H -0.98 2.24 2.22  0.04
H 2.75 1.11 3.38  0.08
H 1.58 2.38 3.71  0.10
H 2.97 2.97 1.65  0.10
H 1.26 2.75 1.21  0.08
H 1.43 2.25 -1.35  0.04
H 2.77 1.27 -2.08  0.05
H 3.15 2.71 -1.12  0.06
N -0.04 -0.61 -1.63  -0.03
N -1.34 -0.06 -1.68  0.04
C -1.51 1.13 -0.97  -0.63
O -2.37 1.92 -1.16  0.18
O -0.56 1.23 0.00  -0.25
H 0.57 -0.19 -2.34  0.13
H -0.13 -1.60 -1.85  0.11
H -1.83 -0.14 -2.55  0.17
C 3.55 -2.79 1.41  -0.18
Si 1.77 -3.22 1.66  0.47
C 1.33 -4.90 1.04  -0.15
C 1.21 -2.96 3.39  -0.21
C 0.73 -2.25 0.25  -0.31
H 4.18 -3.44 2.02  0.06
H 3.76 -1.76 1.72  0.01
H 3.86 -2.91 0.37  0.05
H 1.89 -5.62 1.64  0.07
H 1.56 -5.09 -0.01  0.06
H 0.26 -5.10 1.20  0.06
H 1.42 -3.90 3.91  0.06
H 0.13 -2.80 3.48  0.04
H 1.72 -2.17 3.93  0.02
H -0.28 -2.68 0.19  0.07
H 1.23 -2.49 -0.69  0.03

Summary:
E_LUMO, eV: -9.042
Total energy, hartree: -5803.93683
Net charge: +2
HOMO-LUMO gap, Eh: 0.267
Highest occupied orbital energy, Ha: -0.5991

***

3.
DFT (ωB97M-V/def2-TZVPD) results for a molecular structure, C9H25ClIN2O2P2Pr.

Last column: Mulliken spin population.
CARTESIAN COORDINATES (ANGSTROEM)
C 0.01 0.94 -6.12  0.00
C 0.02 1.86 -5.02  0.00
H 0.01 1.39 -7.16  0.00
H -0.90 0.32 -5.99  0.00
H 0.91 0.31 -5.99  0.00
O 0.03 2.68 -4.18  0.00
I -0.05 -1.00 -3.06  -0.01
Pr 0.00 -0.07 -0.28  2.04
P 2.91 -0.09 0.16  -0.01
C 3.94 1.06 1.16  0.00
C 3.47 -1.68 0.86  0.00
H 4.54 -1.84 0.65  0.00
H 4.90 -0.31 -1.21  0.00
H 2.87 -2.50 0.44  0.00
H 3.39 -0.67 -2.16  0.00
H 3.74 0.95 2.23  0.00
H 3.31 -1.68 1.95  0.00
C 3.85 -0.01 -1.41  0.00
H 5.00 0.85 0.96  0.00
H 3.83 1.02 -1.81  0.00
H 3.71 2.09 0.87  0.00
P -2.90 -0.07 0.20  0.00
C -3.87 1.09 1.24  0.00
C -3.84 0.07 -1.37  0.00
H -2.95 -2.49 0.42  0.00
H -4.59 -1.77 0.61  0.00
H -3.39 -1.71 1.95  0.00
C -3.52 -1.67 0.86  0.00
H -3.38 -0.57 -2.14  0.00
H -4.88 -0.23 -1.18  0.00
H -4.94 0.84 1.17  0.00
H -3.71 2.11 0.88  0.00
H -3.81 1.11 -1.73  0.00
H -3.54 1.03 2.29  0.00
Cl -0.04 -2.56 0.39  -0.01
N 1.04 0.46 4.24  0.00
C -0.03 0.32 3.43  0.00
N -1.12 -0.15 4.05  0.00
O -0.01 0.64 2.20  0.00
H 0.98 0.19 5.22  0.00
H 1.93 0.66 3.84  0.00
H -1.90 -0.50 3.52  0.00
H -1.06 -0.41 5.02  0.00

Summary:
E_LUMO (spin up / spin down), eV: -7.472 / -7.470
Total energy, hartree: -2575.13523
Expectation value of S²: 2.003
Net charge: +2
Multiplicity: 3
HOMO-LUMO gap (spin up / spin down), Eh: 0.266 / 0.267
Highest occupied orbital energy (spin up / spin down), Ha: -0.5407 / -0.5412

***

4.
DFT (ωB97M-V/def2-TZVPD) results for a molecular structure, C9H25IN2Ti.

Last column: Mulliken spin population.
CARTESIAN COORDINATES (ANGSTROEM)
C 0.55 -1.11 -5.43  0.00
C 0.55 0.38 -5.75  0.00
H 1.57 -1.50 -5.35  0.00
H 0.03 -1.69 -6.20  0.00
H 0.04 -1.31 -4.47  0.00
H 0.91 0.97 -4.91  0.00
H 1.20 0.60 -6.61  0.00
H -0.46 0.73 -6.00  0.00
Ti 0.00 0.00 0.00  1.94
C -0.89 1.10 -1.47  -0.06
H -0.14 1.83 -1.80  0.00
H -1.75 1.60 -1.00  0.01
H -1.23 0.52 -2.32  0.00
I -0.40 -2.13 -1.40  0.00
C -1.89 -1.82 1.51  0.02
N -1.70 -0.39 1.19  -0.04
C -2.98 0.13 0.68  0.03
C -1.30 0.35 2.41  -0.02
C 0.07 -0.17 2.90  -0.01
N 1.03 -0.22 1.77  -0.01
C 1.87 1.00 1.79  0.00
C 1.90 -1.40 1.80  0.07
H -2.36 -2.37 0.66  0.00
H -2.56 -1.96 2.39  0.00
H -0.93 -2.34 1.71  0.00
H -3.82 -0.15 1.36  0.00
H -3.00 1.24 0.64  0.00
H -3.19 -0.29 -0.33  0.00
H -1.17 1.43 2.14  0.00
H -2.06 0.28 3.21  0.01
H 0.43 0.45 3.76  0.00
H -0.08 -1.18 3.34  0.00
H 2.49 1.06 2.72  0.00
H 2.54 1.02 0.91  0.04
H 1.23 1.91 1.73  -0.01
H 1.30 -2.33 1.73  0.00
H 2.60 -1.39 0.94  0.02
H 2.49 -1.43 2.75  0.00

Summary:
E_LUMO (spin up / spin down), eV: 0.168 / 0.130
Total energy, hartree: -1614.49040
Expectation value of S²: 2.006
Multiplicity: 3
HOMO-LUMO gap (spin up / spin down), Eh: 0.209 / 0.274
Highest occupied orbital energy (spin up / spin down), Ha: -0.2024 / -0.2693

***

5.
DFT (ωB97M-V/def2-TZVPD) results for 8 unconnected molecules or ions with the total composition C9H26BN8O18P.

Last column: Löwdin charge in e.
CARTESIAN COORDINATES (ANGSTROEM)
N 3.24 -2.88 -0.58  0.19
C 3.00 -1.89 -0.05  -0.37
O 2.68 -0.75 0.50  0.10
B 1.25 -0.67 0.66  -0.28
C 0.30 -0.55 -0.55  -0.12
P -1.26 -1.47 -0.49  0.40
O -2.35 -0.70 -1.09  -0.26
O -1.64 -1.89 0.99  -0.11
O -1.04 -2.79 -1.37  -0.12
H 0.84 -0.67 1.77  0.10
H 0.84 -0.93 -1.42  0.07
H 0.02 0.48 -0.75  0.10
H -0.88 -2.17 1.54  0.03
H -0.28 -3.30 -1.05  0.08
C -3.95 1.59 1.04  0.05
N -2.69 1.82 1.78  -0.43
O -1.68 1.34 1.32  0.05
O -2.75 2.47 2.80  0.06
H -3.72 0.99 0.16  0.08
H -4.63 1.06 1.71  0.10
H -4.35 2.55 0.77  0.06
C -2.66 -3.87 -4.06  0.04
N -3.80 -4.82 -4.21  -0.46
O -3.91 -5.70 -3.38  0.06
O -4.54 -4.64 -5.15  0.06
H -2.09 -4.15 -3.19  0.07
H -2.06 -3.95 -4.97  0.10
H -3.07 -2.88 -3.95  0.11
C 0.08 -5.82 2.41  0.07
N 0.10 -4.35 2.60  -0.43
O -0.43 -3.88 3.57  0.11
O 0.67 -3.69 1.74  0.03
H -0.45 -6.26 3.25  0.10
H -0.42 -6.02 1.47  0.11
H 1.12 -6.16 2.37  0.11
C 2.82 3.96 0.17  0.06
N 1.68 3.02 -0.03  -0.42
O 1.57 2.10 0.76  0.06
O 0.93 3.24 -0.95  0.09
H 3.38 3.63 1.04  0.08
H 3.42 3.93 -0.74  0.10
H 2.40 4.95 0.32  0.10
C -3.08 6.33 -0.68  0.05
N -3.86 5.16 -0.20  -0.44
O -4.69 5.34 0.66  0.08
O -3.61 4.09 -0.71  0.06
H -3.41 7.21 -0.14  0.09
H -2.03 6.12 -0.50  0.10
H -3.27 6.42 -1.75  0.10
C 3.30 0.24 4.07  0.06
N 3.32 1.72 4.22  -0.44
O 2.78 2.20 5.19  0.08
O 3.88 2.35 3.35  0.04
H 2.77 -0.19 4.91  0.10
H 2.80 0.02 3.14  0.07
H 4.34 -0.09 4.05  0.10
C 4.20 0.24 -3.00  0.06
N 2.81 0.57 -3.42  -0.44
O 2.57 1.72 -3.73  0.08
O 2.01 -0.34 -3.42  0.06
H 4.80 1.14 -3.05  0.09
H 4.14 -0.15 -1.99  0.08
H 4.56 -0.53 -3.68  0.10

Summary:
E_LUMO, eV: -0.730
Total energy, hartree: -2516.54146
SMILES: N#COBCP(=O)(O)O.C[N+](=O)[O-].C[N+](=O)[O-].C[N+](=O)[O-].C[N+](=O)[O-].C[N+](=O)[O-].C[N+](=O)[O-].C[N+](=O)[O-]
HOMO-LUMO gap, Eh: 0.352
Highest occupied orbital energy, Ha: -0.3788